No. 1
C16H35BrInN2O2 | ωB97M-V/def2-TZVPD

XYZ file:
```
57
Properties=species:S:1:pos:R:3:forces:R:3:mulliken_charge:R:1
C 2.7360 2.2054 -1.4530 2.0 -0.5 -0.8 -0.94
C 2.8855 1.1796 -2.7560 -0.2 -1.9 0.8 0.53
C 3.1372 1.8248 -4.2581 -1.3 0.0 1.0 -0.95
C 2.7707 -0.2800 -2.4567 -0.5 1.4 -0.6 -0.69
C 1.4528 -1.2116 -2.7698 1.1 -0.6 -1.5 -0.27
C 0.5045 -0.6727 -3.9937 -0.6 -0.4 0.1 -0.42
C -1.0858 -0.7373 -3.5760 -0.2 -1.0 -0.4 0.26
C -1.9796 -0.5158 -4.9321 0.6 -0.9 -0.4 -1.18
C -1.5020 0.2093 -2.3039 1.0 0.4 0.3 0.32
C -2.4373 1.5036 -2.6746 1.2 0.7 0.9 -1.04
In -4.6402 1.0074 -2.9901 0.7 -0.7 -0.9 0.64
Br -6.2523 2.8009 -1.9552 0.1 0.0 0.1 -0.62
H 3.8139 2.6637 -1.2224 -2.4 -0.4 -0.3 0.35
H 1.9649 3.0308 -1.7960 1.6 -1.7 0.8 0.24
H 2.3678 1.6308 -0.4943 0.6 1.1 -2.2 0.20
H 2.1566 2.4319 -4.5599 2.3 -1.0 0.2 0.24
H 3.3930 0.9851 -5.0421 -0.7 1.7 1.7 0.25
H 4.0857 2.5424 -4.1592 -2.2 -1.5 -0.2 0.34
H 3.6740 -0.8045 -1.9114 -2.5 1.4 0.4 0.23
H 1.8427 -2.2976 -3.0662 -0.9 2.1 0.6 0.35
H 0.7695 -1.3796 -1.8085 1.8 0.9 -1.7 0.14
H 0.7189 0.4256 -4.3427 -0.1 -2.0 0.8 0.03
H 0.6854 -1.4108 -4.9141 -0.5 1.8 1.9 0.23
H -1.2846 -1.8624 -3.2294 0.4 2.3 -0.8 0.18
H -1.4073 -1.0958 -5.8044 -1.3 1.2 1.7 0.38
H -2.0827 0.5941 -5.2879 0.1 -2.1 0.9 0.18
H -3.0225 -1.0344 -4.8190 1.8 1.3 -0.2 0.22
H -0.4857 0.6169 -1.8311 -2.1 -1.0 -1.0 -0.14
H -1.9737 -0.4744 -1.4468 0.8 1.6 -2.0 0.07
H -1.9733 2.1122 -3.5908 -0.9 -1.3 1.9 0.21
H -2.3986 2.2444 -1.7396 0.1 -1.4 -1.9 0.24
H -5.0790 -0.6820 -2.4390 0.1 0.7 0.1 -0.31
H -4.8985 1.0531 -4.7957 -0.1 0.1 0.5 -0.32
C -0.9914 0.7795 1.1582 0.0 -0.6 0.4 0.14
O -0.3221 -0.0077 0.5008 -0.4 0.4 1.0 -0.62
N -1.5954 0.5021 2.3660 0.4 0.6 -1.2 0.24
C -2.3725 1.4918 3.0820 0.1 -0.3 -0.1 -0.92
C -1.4492 -0.8201 2.9383 0.4 -0.1 -0.3 -1.01
H -1.1662 1.8125 0.8149 -0.1 0.0 0.1 0.27
H -1.9196 1.6539 4.0643 -0.2 0.1 0.1 0.31
H -3.3935 1.1187 3.2044 0.0 0.2 0.1 0.35
H -2.3997 2.4400 2.5384 0.0 -0.2 0.0 0.29
H -0.3858 -1.0255 3.0933 -0.4 -0.1 0.0 0.36
H -1.8520 -1.5578 2.2378 0.1 -0.1 0.2 0.30
H -1.9804 -0.8891 3.8916 0.1 0.1 -0.2 0.35
C 0.9795 -2.7489 5.4653 0.2 0.7 -0.3 0.07
O 0.4808 -2.4958 4.3758 0.8 -0.2 1.2 -0.53
N 1.8572 -1.9370 6.1515 -0.8 -1.0 -0.4 0.12
C 2.4035 -2.3107 7.4391 0.0 0.2 -0.2 -0.92
C 2.2465 -0.6702 5.5679 -0.2 0.0 -0.3 -0.90
H 0.7514 -3.6865 5.9985 0.1 0.1 0.1 0.25
H 2.1171 -1.5559 8.1772 0.1 -0.1 0.1 0.33
H 3.4937 -2.3547 7.3615 0.0 -0.1 0.2 0.33
H 2.0268 -3.2861 7.7587 0.0 0.2 -0.1 0.29
H 1.3517 -0.0604 5.4110 0.2 0.1 -0.1 0.26
H 2.7211 -0.8550 4.5995 -0.1 0.2 0.1 0.30
H 2.9427 -0.1404 6.2240 -0.1 -0.2 -0.1 0.37
```
Forces are in eV/Å.

Computed properties:
* HOMO energy: -4.5 eV
* orbital gap: 0.2337 Ha
* strongest force on any atom: 2.87 eV Å⁻¹
* total energy: -3654.52677 hartree
* charge: -1

***

No. 2
C16H35FNO7 | ωB97M-V/def2-TZVPD

XYZ file:
```
60
Properties=species:S:1:pos:R:3:forces:R:3:nbo_charge:R:1
C -4.4628 -4.3661 -3.7918 0.3 0.0 -0.1 -0.62
C -3.2686 -3.8822 -3.3580 0.1 -0.4 -0.2 0.00
N -2.3537 -4.6020 -2.6430 -0.9 0.1 0.5 -0.73
C -1.8127 -3.9000 -1.4949 0.4 -0.2 -0.5 -0.34
C -2.7783 -2.9396 -0.8786 0.2 0.5 -0.1 0.88
O -2.8330 -1.7517 -1.0099 -0.1 -0.2 0.1 -0.61
F -3.7037 -3.5341 -0.0906 -0.2 -0.2 0.1 -0.36
H -4.7681 -5.3602 -3.4820 0.0 0.0 -0.1 0.17
H -5.0919 -3.8237 -4.4876 0.1 0.1 0.0 0.17
H -3.0212 -2.8519 -3.6757 -0.1 0.1 0.2 0.12
H -0.8992 -3.3053 -1.6907 0.1 0.1 0.0 0.15
H -1.5716 -4.6408 -0.7257 0.1 0.0 0.0 0.19
C -1.0564 0.2957 0.7985 -0.1 0.1 0.0 -0.26
O -1.1613 0.9010 2.0866 0.2 0.0 0.0 -0.56
C -1.2037 -0.0353 3.1440 -0.1 0.1 0.0 -0.09
C 0.1350 -0.1709 3.8370 0.1 -0.1 0.0 -0.09
O 1.1287 -0.7187 2.9877 0.0 0.0 0.0 -0.55
C 1.9804 0.2528 2.4141 0.0 0.0 0.0 -0.26
H -0.7827 1.0802 0.0944 0.0 0.0 0.0 0.18
H -0.2896 -0.4816 0.7816 0.0 0.0 0.0 0.18
H -2.0086 -0.1370 0.4922 0.0 -0.1 0.0 0.21
H -1.5429 -1.0112 2.7833 0.0 0.0 0.0 0.18
H -1.9352 0.3274 3.8748 0.0 0.0 0.0 0.17
H 0.0267 -0.8512 4.6883 0.0 0.0 0.0 0.18
H 0.4562 0.8037 4.2205 0.0 0.0 0.0 0.17
H 2.6958 0.6252 3.1580 0.0 0.1 0.0 0.16
H 1.4147 1.0924 2.0035 0.0 0.0 0.0 0.18
H 2.5281 -0.2293 1.6049 0.0 0.0 0.0 0.19
C 5.3542 1.9603 3.0563 -0.1 0.0 0.0 -0.26
O 4.9243 1.7076 4.3815 0.1 0.1 0.0 -0.55
C 5.3997 0.4808 4.9090 -0.2 0.0 0.0 -0.09
C 6.5870 0.6798 5.8239 0.1 -0.1 0.0 -0.09
O 7.7199 1.1800 5.1320 0.0 0.0 0.0 -0.55
C 7.9058 2.5739 5.2827 0.0 0.0 0.0 -0.25
H 5.1463 3.0057 2.8346 0.0 0.0 0.0 0.19
H 6.4238 1.7756 2.9322 0.0 0.0 0.0 0.18
H 4.7994 1.3337 2.3502 0.1 0.0 0.0 0.17
H 5.6580 -0.2109 4.1013 0.0 0.0 0.0 0.18
H 4.5833 0.0348 5.4852 0.0 0.0 0.0 0.19
H 6.8679 -0.2874 6.2516 0.0 0.0 0.0 0.18
H 6.3167 1.3487 6.6472 0.0 0.0 0.0 0.17
H 8.2996 2.8081 6.2784 0.0 0.0 0.0 0.16
H 6.9752 3.1241 5.1263 0.0 0.0 0.0 0.18
H 8.6324 2.8888 4.5354 0.0 0.0 0.0 0.19
C -2.6854 0.1542 -4.4905 0.0 -0.1 0.2 -0.26
O -3.9428 -0.2211 -5.0243 0.1 0.2 -0.2 -0.55
C -5.0218 0.5535 -4.5475 0.0 -0.2 0.0 -0.09
C -5.4495 1.6040 -5.5484 0.0 0.1 0.1 -0.09
O -4.4451 2.5839 -5.7715 0.0 0.0 0.0 -0.55
C -3.6890 2.3543 -6.9427 0.0 0.0 0.0 -0.25
H -1.9187 -0.3390 -5.0857 0.0 0.0 0.0 0.19
H -2.5360 1.2373 -4.5355 0.0 0.0 0.0 0.16
H -2.5938 -0.1845 -3.4534 0.0 0.0 0.0 0.20
H -4.7705 1.0215 -3.5903 0.0 0.0 0.0 0.18
H -5.8610 -0.1283 -4.3768 0.0 0.0 0.0 0.19
H -6.3304 2.1269 -5.1619 0.0 0.0 0.0 0.18
H -5.7271 1.1244 -6.4928 0.0 0.0 0.0 0.17
H -4.2686 2.6131 -7.8376 0.0 0.0 0.0 0.16
H -3.3638 1.3141 -7.0137 0.0 0.0 0.0 0.19
H -2.8104 2.9965 -6.8960 0.0 0.0 0.0 0.18
```
Forces are in eV/Å.

Computed properties:
* HOMO energy: -2.3 eV
* orbital gap: 0.1620 Ha
* strongest force on any atom: 1.00 eV Å⁻¹
* total energy: -1311.77853 hartree
* charge: -1

***

No. 3
C16H36AlO5 | ωB97M-V/def2-TZVPD

XYZ file:
```
58
Properties=species:S:1:pos:R:3:forces:R:3:nbo_charge:R:1
C 3.6590 -2.3425 0.5958 -0.3 -0.8 0.6 -0.62
C 3.3559 -1.2260 1.6273 1.1 0.3 -0.8 -0.39
C 3.0458 0.1559 0.9923 -0.7 0.1 0.8 -0.42
C 1.5696 0.3232 0.5273 0.1 0.1 0.0 -0.05
O 1.0190 -0.8292 -0.0524 -0.8 0.1 0.7 -0.96
Al -0.5952 -1.3401 0.7517 0.9 -0.6 0.2 1.50
O -0.2807 -2.7063 1.9740 -0.4 1.0 -0.8 -1.21
H 2.8554 -2.5035 -0.1372 0.1 0.4 0.3 0.24
H 4.5940 -2.1761 0.0350 -0.2 0.1 0.3 0.18
H 3.7584 -3.2938 1.1750 0.2 0.5 -0.6 0.21
H 4.2931 -1.0855 2.2082 -0.4 -0.2 -0.1 0.18
H 2.5990 -1.5555 2.3531 -0.1 0.3 -0.4 0.21
H 3.7491 0.4286 0.1870 -0.1 -0.5 0.2 0.18
H 3.2048 0.9030 1.8008 0.0 -0.1 -0.5 0.18
H 1.5371 1.1871 -0.1810 0.0 -0.3 0.2 0.13
H 0.9405 0.6334 1.3892 0.4 0.0 -0.2 0.16
H -1.1983 -0.0618 1.5004 0.0 0.0 0.2 -0.46
H -1.5755 -1.8165 -0.4243 -0.1 -0.2 -0.2 -0.49
H 0.6477 -2.9212 1.9450 0.4 -0.2 0.0 0.45
C -2.5574 4.6402 0.5068 0.1 0.3 0.1 -0.43
C -2.5874 3.9576 -0.8494 -0.2 -0.1 -0.1 -0.43
C -1.5814 2.8352 -0.6537 0.2 -0.1 0.1 -0.07
O -1.6331 2.4736 0.7278 -0.2 0.5 -0.1 -0.51
C -2.3790 3.4566 1.4446 0.0 -0.3 0.0 -0.06
H -3.4517 5.2263 0.7254 0.0 0.0 0.0 0.20
H -1.6896 5.3043 0.5716 0.0 0.0 0.0 0.19
H -3.5798 3.5428 -1.0352 0.0 0.0 -0.1 0.21
H -2.3348 4.6163 -1.6807 0.0 0.0 0.0 0.21
H -0.5616 3.1695 -0.8784 0.0 0.0 -0.1 0.16
H -1.8012 1.9595 -1.2662 0.1 -0.1 0.1 0.20
H -3.3457 3.0167 1.7168 0.0 0.1 0.1 0.16
H -1.8475 3.7200 2.3614 0.0 -0.1 0.0 0.18
C 5.0469 -7.5692 2.6241 0.3 -0.1 -0.1 -0.43
C 4.4699 -7.2031 3.9801 -0.2 -0.1 0.1 -0.43
C 4.6357 -5.6930 3.9918 0.1 0.2 -0.1 -0.07
O 4.5352 -5.2577 2.6324 0.1 -0.3 0.1 -0.53
C 4.5979 -6.3970 1.7681 -0.3 0.2 -0.1 -0.07
H 4.7009 -8.5302 2.2429 0.0 0.0 0.0 0.21
H 6.1392 -7.5968 2.6794 0.0 0.0 0.0 0.19
H 3.4086 -7.4635 4.0152 0.0 0.0 0.0 0.20
H 4.9682 -7.6920 4.8177 0.0 0.0 0.0 0.21
H 5.6234 -5.4038 4.3687 0.0 0.0 0.1 0.16
H 3.8750 -5.1906 4.5910 0.0 0.1 -0.1 0.19
H 3.5969 -6.5656 1.3573 0.0 -0.1 -0.1 0.17
H 5.2811 -6.1908 0.9429 0.0 0.1 0.0 0.18
C -5.4916 4.0061 -5.5131 -0.2 -0.2 -0.1 -0.43
C -5.6244 5.4504 -5.0625 0.1 0.2 -0.1 -0.43
C -5.5681 5.3118 -3.5504 -0.1 -0.1 0.2 -0.07
O -4.7459 4.1744 -3.2726 -0.2 0.1 -0.3 -0.53
C -4.5218 3.4470 -4.4861 0.2 0.0 0.1 -0.07
H -5.1356 3.8953 -6.5373 0.0 0.0 0.0 0.21
H -6.4578 3.5001 -5.4309 0.0 0.0 0.0 0.20
H -4.7683 6.0308 -5.4177 0.0 0.0 0.0 0.20
H -6.5346 5.9390 -5.4106 0.0 0.0 0.0 0.21
H -6.5624 5.1226 -3.1306 0.0 0.1 0.0 0.16
H -5.1475 6.1928 -3.0619 0.0 -0.1 0.1 0.18
H -3.4824 3.6092 -4.7915 0.0 -0.1 -0.1 0.17
H -4.6669 2.3816 -4.3042 0.0 0.0 0.1 0.19
```
Forces are in eV/Å.

Computed properties:
* HOMO energy: -4.3 eV
* orbital gap: 0.2465 Ha
* strongest force on any atom: 1.43 eV Å⁻¹
* total energy: -1249.90814 hartree
* charge: -1